Record 1
DFT (ωB97M-V with the def2-TZVPD basis set) results for C10H26ClInN6O16P as an isolated structure.

As for the electronic energy: -2920.175934 Ha. The total charge is -1.

Geometry (Å):
1 C -0.02026 -0.13438 2.32746
2 C 0.18921 0.97484 1.34803
3 O 0.31486 0.78867 0.15633
4 O 0.30051 2.23631 1.89149
5 C -0.55368 3.20967 1.33229
6 O -0.20502 3.70640 0.27860
7 C -1.79321 3.58875 2.03686
8 In -3.12938 2.03018 2.95447
9 P -4.43526 0.94350 1.02852
10 O -3.93766 1.81431 -0.31399
11 Cl -3.56844 -0.97280 0.71898
12 H -1.04631 -0.46219 2.25786
13 H 0.13652 0.21901 3.33295
14 H 0.65705 -0.93268 2.07074
15 H -1.53542 4.29639 2.81686
16 H -2.35239 4.11147 1.27995
17 H -4.33805 2.93187 3.87933
18 H -2.31749 0.88134 4.01213
19 H -4.48896 1.55025 -1.04854
20 C -4.14119 -5.70012 -0.95024
21 N -4.18642 -4.39308 -0.23683
22 O -5.02572 -3.59574 -0.58305
23 O -3.36971 -4.23585 0.64117
24 H -4.91909 -5.70619 -1.70354
25 H -3.15625 -5.79205 -1.39651
26 H -4.29900 -6.47814 -0.21047
27 C 1.49930 -1.38811 -2.01907
28 N 2.01688 -2.77180 -2.19533
29 O 2.47852 -3.07871 -3.27925
30 O 1.96821 -3.51120 -1.24058
31 H 1.62827 -0.85772 -2.95351
32 H 0.45189 -1.44621 -1.74004
33 H 2.07549 -0.92664 -1.22430
34 C -8.37735 0.52854 3.27631
35 N -7.01605 0.68528 3.85066
36 O -6.75091 1.72067 4.41589
37 O -6.25974 -0.24645 3.69793
38 H -8.94083 1.43082 3.47964
39 H -8.25518 0.36704 2.20931
40 H -8.83005 -0.33844 3.74678
41 C 5.75164 -2.79801 -2.42434
42 N 5.84325 -1.57049 -1.58590
43 O 4.98018 -0.73740 -1.71270
44 O 6.78286 -1.49220 -0.82036
45 H 4.86562 -2.72569 -3.04405
46 H 6.65578 -2.84769 -3.02290
47 H 5.69085 -3.64529 -1.74889
48 C 9.46538 -0.22263 -0.24942
49 N 10.92427 -0.08548 -0.51397
50 O 11.27169 0.59983 -1.45025
51 O 11.67507 -0.67833 0.22913
52 H 8.92447 0.35454 -0.98695
53 H 9.21831 -1.27506 -0.31820
54 H 9.28109 0.14791 0.75352
55 C -0.96112 4.35763 -2.40211
56 N -1.29850 4.81935 -3.77848
57 O -0.39177 4.97475 -4.57071
58 O -2.46765 5.01693 -4.02887
59 H 0.10988 4.22966 -2.33502
60 H -1.30892 5.11051 -1.70496
61 H -1.48014 3.42033 -2.22986

Here are the Mulliken charges for atoms 1 to 8, given in e:
1. C -0.91
2. C 0.67
3. O -0.53
4. O -0.30
5. C 0.63
6. O -0.57
7. C -0.97
8. In 0.67

Record 2
DFT (ωB97M-V with the def2-TZVPD basis set) results for a 3-piece molecular cluster, C6H18O2 overall.

The SMILES is CCCC(C)C.O.O. As for the electronic energy: -389.773566 Ha.

Geometry (Å):
1 C 1.44782 1.34728 -0.98641
2 C 1.79405 0.91338 0.44116
3 C 0.69349 0.08875 0.98217
4 C -0.82539 0.51201 0.76512
5 C -1.88226 -0.61923 1.24922
6 C -0.93046 1.77848 1.42969
7 H 0.99861 2.35901 -1.01586
8 H 2.34407 1.21033 -1.74951
9 H 0.89372 0.50112 -1.42170
10 H 1.90703 1.95252 0.94061
11 H 2.76615 0.36857 0.20687
12 H 0.85147 -0.06641 2.10177
13 H 0.77106 -0.96836 0.75243
14 H -0.91964 0.67807 -0.36016
15 H -1.56784 -1.20319 2.21403
16 H -2.07360 -1.48723 0.45188
17 H -2.65447 -0.07269 1.81508
18 H -0.87084 1.45990 2.52514
19 H -0.22101 2.50812 1.19487
20 H -1.88619 2.32445 1.16435
21 O 1.28112 -1.71547 -1.45925
22 H 0.50180 -1.24039 -1.73875
23 H 1.67112 -2.21116 -2.09987
24 O -1.54450 -1.55215 -1.64944
25 H -1.36858 -2.24793 -2.34274
26 H -0.81930 -1.84781 -1.05466

Here are the Mulliken charges for atoms 1 to 8, given in e:
1. C -0.98
2. C -0.32
3. C -0.95
4. C 0.92
5. C -1.37
6. C -1.71
7. H 0.24
8. H 0.32

Record 3
DFT (ωB97M-V with the def2-TZVPD basis set) results for C30H28N3PPdSbSe2 as an isolated structure.

Its spin multiplicity is 5. As for the electronic energy: -6835.542636 Ha. The total charge is +3.

Geometry (Å):
1 Pd 0.01285 1.01774 -1.13773
2 C 3.09703 0.23850 0.28094
3 C 3.15801 0.65141 -1.16189
4 C 4.35400 0.62657 -1.91692
5 C 4.34712 0.92350 -3.26779
6 C 3.11304 1.25891 -3.85778
7 C 1.96541 1.26490 -3.09874
8 N 1.99211 0.96664 -1.79921
9 Sb 0.01299 1.75101 -3.91612
10 C 0.01003 3.41981 -2.54372
11 C -0.00319 4.73073 -3.00025
12 C 0.00657 5.75287 -2.02695
13 C -0.00845 5.37856 -0.68513
14 C 0.00124 4.04598 -0.28367
15 C 0.00624 3.67858 1.14697
16 N 0.01321 3.09772 -1.25402
17 C -1.93982 1.15755 -3.13439
18 C -3.10061 1.21953 -3.88666
19 C -4.33582 1.00298 -3.22606
20 C -4.33545 0.73930 -1.86168
21 C -3.11554 0.74269 -1.14733
22 C -3.13258 0.45674 0.32132
23 N -1.96760 0.99378 -1.82330
24 H 4.11773 0.18108 0.64124
25 H 2.61099 -0.74472 0.37140
26 H 2.50172 0.95519 0.84631
27 H 5.30349 0.44437 -1.41308
28 H 5.26393 0.91694 -3.85075
29 H 3.03493 1.54703 -4.88555
30 H -0.08691 4.86669 -4.07258
31 H 0.02272 6.78749 -2.33108
32 H 0.00148 6.13306 0.10339
33 H 0.12895 4.58887 1.73178
34 H 0.82335 2.96948 1.36557
35 H -0.93530 3.18828 1.37612
36 H -3.05175 1.41350 -4.95075
37 H -5.24694 1.04254 -3.82737
38 H -5.24846 0.53539 -1.28932
39 H -4.16963 0.58577 0.67454
40 H -2.50980 1.22622 0.79774
41 H -2.77936 -0.55557 0.58254
42 Se -0.06343 0.30477 1.97158
43 P 0.01433 -1.74697 1.20043
44 Se 0.03400 -1.91368 -1.00780
45 C 1.41558 -2.61412 1.95614
46 C 1.77733 -3.86503 1.40596
47 C 2.74542 -4.60717 2.06642
48 C 3.31838 -4.18783 3.28447
49 C 2.90444 -2.93962 3.79686
50 C 1.98226 -2.14401 3.12217
51 C -1.33986 -2.68483 1.95146
52 C -1.76616 -3.89338 1.38621
53 C -2.70052 -4.67998 2.07940
54 C -3.30377 -4.21949 3.25799
55 C -2.95853 -2.96293 3.74209
56 C -1.95761 -2.22905 3.12978
57 H 1.34848 -4.21789 0.43927
58 H 3.00755 -5.57966 1.63685
59 H 4.04841 -4.79342 3.81378
60 H 3.30393 -2.56329 4.71935
61 H 1.75999 -1.15564 3.51569
62 H -1.35588 -4.26931 0.40591
63 H -2.92659 -5.63547 1.63700
64 H -4.09474 -4.78122 3.74267
65 H -3.48974 -2.53027 4.57050
66 H -1.63517 -1.28809 3.58578

Here are the Mulliken charges for atoms 1 to 8, given in e:
1. Pd 0.25
2. C -0.52
3. C 0.51
4. C -0.78
5. C -0.44
6. C -0.88
7. C 0.05
8. N 0.37

These records have F_max values of 2.16; 4.47; 2.46 eV Å⁻¹, in the order they appear.